Record 1
Molecular formula: C21H23N3O6S
Method: DFT, ωB97M-V/def2-TZVPD

Its structure (SMILES) is COc1cc(C(=O)Nc2sc(C(=O)N3CCOCC3)c(C)c2C#N)cc(OC)c1OC. Its HOMO energy is -8.5 eV. The value obtained for the orbital gap is 8.49 eV. For the maximum force, the calculation gives 0.0223 Eh/bohr.

Geometry as ORCA input:
```
! wB97M-V def2-TZVPD RIJCOSX def2/J DEFGRID3
* xyz 0 1
C -4.775 -0.682 2.452
O -4.113 -1.262 1.353
C -3.282 -0.484 0.617
C -3.008 0.848 0.882
C -2.127 1.544 0.065
C -1.826 2.965 0.366
O -2.657 3.809 0.606
N -0.484 3.303 0.325
C 0.591 2.446 0.344
S 0.571 0.966 1.248
C 2.187 0.576 0.710
C 2.866 -0.665 1.161
O 3.980 -0.619 1.655
N 2.178 -1.824 1.028
C 1.029 -2.056 0.182
C 1.440 -2.970 -0.982
O 1.996 -4.176 -0.523
C 3.133 -3.937 0.278
C 2.783 -3.062 1.484
C 2.735 1.572 -0.043
C 4.102 1.555 -0.635
C 1.813 2.643 -0.264
C 2.101 3.769 -1.051
N 2.330 4.686 -1.701
C -1.554 0.925 -1.039
C -1.811 -0.412 -1.315
O -1.219 -1.083 -2.355
C -0.397 -0.365 -3.243
C -2.681 -1.135 -0.483
O -2.995 -2.452 -0.595
C -2.964 -3.093 -1.852
H -5.395 -1.474 2.870
H -5.412 0.153 2.144
H -4.066 -0.338 3.213
H -3.456 1.364 1.714
H -0.288 4.298 0.336
H 0.638 -1.123 -0.215
H 0.247 -2.548 0.771
H 0.566 -3.235 -1.578
H 2.168 -2.438 -1.618
H 3.490 -4.916 0.602
H 3.915 -3.442 -0.317
H 3.679 -2.815 2.054
H 2.063 -3.584 2.122
H 4.565 2.534 -0.527
H 4.053 1.327 -1.701
H 4.716 0.810 -0.137
H -0.902 1.496 -1.679
H -0.083 -1.087 -3.994
H -0.940 0.450 -3.730
H 0.490 0.037 -2.740
H -3.518 -4.021 -1.712
H -1.944 -3.323 -2.167
H -3.451 -2.491 -2.622
*
```

***

Record 2
Molecular formula: C49H45ClN2OP2W
Method: DFT, ωB97M-V/def2-TZVPD

As for the expectation value of S²: 2.01. Its HOMO energy (alpha / beta) is -12.5 / -12.8 eV. The value obtained for the orbital gap (alpha / beta) is 6.17 / 6.56 eV. For the maximum force, the calculation gives 0.0653 Eh/bohr.

Geometry as ORCA input:
```
! wB97M-V def2-TZVPD RIJCOSX def2/J DEFGRID3
* xyz 2 3
W 6.596 -15.799 -13.285
C 4.092 -13.390 -16.956
C 4.905 -14.532 -16.289
C 5.504 -15.590 -17.253
C 4.153 -15.164 -15.108
C 2.889 -15.984 -15.346
O 3.319 -17.428 -15.350
C 4.492 -17.437 -14.626
N 5.016 -16.219 -14.424
C 5.015 -18.795 -14.580
C 4.262 -19.811 -15.174
C 4.782 -21.092 -15.413
C 6.045 -21.413 -14.910
C 6.842 -20.437 -14.325
C 6.328 -19.163 -14.150
P 7.392 -18.137 -13.034
C 7.057 -19.017 -11.506
C 8.077 -19.736 -10.877
C 7.789 -20.318 -9.641
C 6.486 -20.369 -9.131
C 5.461 -19.911 -9.927
C 5.730 -19.174 -11.070
C 9.013 -18.406 -13.714
C 9.188 -18.821 -15.069
C 10.409 -19.316 -15.490
C 11.516 -19.317 -14.588
C 11.352 -18.813 -13.312
C 10.126 -18.309 -12.868
H 4.499 -13.034 -17.950
H 4.002 -12.463 -16.397
H 3.130 -13.811 -17.313
H 5.778 -14.075 -15.762
H 4.662 -16.247 -17.541
H 6.319 -16.188 -16.816
H 5.855 -15.146 -18.220
H 3.884 -14.455 -14.330
H 2.363 -15.634 -16.226
H 2.169 -15.897 -14.503
H 3.217 -19.585 -15.433
H 4.179 -21.838 -15.926
H 6.464 -22.389 -15.123
H 7.833 -20.662 -13.951
H 9.051 -19.799 -11.325
H 8.608 -20.751 -9.101
H 6.271 -20.837 -8.178
H 4.437 -20.050 -9.604
H 4.891 -18.692 -11.589
H 8.323 -18.867 -15.776
H 10.560 -19.583 -16.529
H 12.485 -19.665 -14.974
H 12.193 -18.826 -12.633
H 10.069 -17.813 -11.918
Cl 9.838 -15.046 -11.904
C 9.766 -13.779 -13.029
C 10.773 -12.754 -13.019
C 10.650 -11.668 -13.880
C 9.530 -11.582 -14.758
C 8.619 -12.605 -14.829
C 8.775 -13.772 -14.036
C 8.154 -15.062 -14.499
H 11.600 -12.806 -12.291
H 11.370 -10.833 -13.856
H 9.376 -10.666 -15.344
H 7.754 -12.525 -15.553
H 8.947 -15.792 -14.687
H 7.660 -14.864 -15.466
N 6.491 -14.870 -11.742
P 6.263 -13.962 -10.456
C 4.563 -13.292 -10.556
C 3.554 -14.091 -11.081
C 2.220 -13.631 -11.072
C 1.934 -12.345 -10.593
C 2.932 -11.556 -10.045
C 4.246 -12.049 -9.918
C 7.369 -12.552 -10.278
C 7.061 -11.359 -10.978
C 7.955 -10.274 -10.859
C 9.185 -10.345 -10.172
C 9.403 -11.515 -9.452
C 8.523 -12.624 -9.477
C 6.179 -14.904 -8.940
C 5.888 -16.261 -8.967
C 5.726 -16.915 -7.746
C 5.845 -16.285 -6.509
C 6.139 -14.914 -6.526
C 6.288 -14.210 -7.718
H 3.720 -15.112 -11.408
H 1.465 -14.319 -11.458
H 0.905 -11.951 -10.673
H 2.711 -10.522 -9.709
H 5.003 -11.443 -9.397
H 6.173 -11.298 -11.597
H 7.672 -9.321 -11.317
H 9.883 -9.530 -10.110
H 10.341 -11.570 -8.877
H 8.762 -13.558 -8.935
H 5.733 -16.738 -9.943
H 5.403 -17.954 -7.765
H 5.710 -16.902 -5.577
H 6.271 -14.394 -5.592
H 6.492 -13.150 -7.705
*
```

***

Record 3
Molecular formula: H4NP
Method: DFT, ωB97M-V/def2-TZVPD

Its structure (SMILES) is N=[PH3]. Its HOMO energy is -8.9 eV. The value obtained for the orbital gap is 9.85 eV. For the maximum force, the calculation gives 0.0715 Eh/bohr.

Geometry as ORCA input:
```
! wB97M-V def2-TZVPD RIJCOSX def2/J DEFGRID3
* xyz 0 1
N 1.247 0.360 0.413
P -0.166 -0.227 -0.090
H 1.182 1.451 0.251
H -0.961 0.522 -0.832
H -1.144 -0.506 0.903
H -0.158 -1.600 -0.646
*
```

***

Record 4
Molecular formula: C2H5FSi
Method: DFT, ωB97M-V/def2-TZVPD

Its HOMO energy (alpha / beta) is -10.0 / -9.7 eV. The value obtained for the orbital gap (alpha / beta) is 9.25 / 9.13 eV. For the maximum force, the calculation gives 0.0865 Eh/bohr.

Geometry as ORCA input:
```
! wB97M-V def2-TZVPD RIJCOSX def2/J DEFGRID3
* xyz 0 1
C 0.830 -1.487 0.194
C 0.063 -0.422 0.032
F 1.097 -2.473 -0.796
Si -0.628 1.279 0.371
H 1.114 -1.734 1.254
H -0.032 -0.393 -1.979
H -0.204 1.792 1.638
H -1.999 1.119 0.000
H -0.241 2.321 -0.714
*
```

***

Record 5
Molecular formula: C2H2N2O3
Method: DFT, ωB97M-V/def2-TZVPD

Its HOMO energy is -10.4 eV. The value obtained for the orbital gap is 10.10 eV. For the maximum force, the calculation gives 0.0989 Eh/bohr.

Geometry as ORCA input:
```
! wB97M-V def2-TZVPD RIJCOSX def2/J DEFGRID3
* xyz 0 1
C 1.309 0.488 0.054
C 0.318 -0.447 -0.379
N 2.194 1.110 0.415
N -1.113 0.770 -0.164
O -1.139 1.538 -1.054
O -1.920 0.412 0.674
O 0.053 -1.516 0.396
H 0.418 -0.850 -1.315
H -0.120 -1.506 1.371
*
```

***

Record 6
Molecular formula: C16H44N7O7
Method: DFT, ωB97M-V/def2-TZVPD

Its HOMO energy is -6.2 eV. The value obtained for the orbital gap is 8.96 eV. For the maximum force, the calculation gives 0.1009 Eh/bohr.

Geometry as ORCA input:
```
! wB97M-V def2-TZVPD RIJCOSX def2/J DEFGRID3
* xyz -1 1
O 0.787 2.007 1.028
H 0.332 1.180 0.776
C -3.113 -2.902 -0.512
C -1.663 -2.755 -1.061
C -0.864 -3.970 -0.424
C 0.462 -4.243 -1.142
C 0.082 -4.538 -2.669
C -0.667 -3.382 -3.403
N -1.796 -3.014 -2.519
O -2.472 -1.998 -3.174
C 0.267 -2.192 -3.751
C -1.218 -4.085 -4.684
C -1.077 -1.353 -0.748
H -3.628 -3.784 -0.894
H -3.568 -1.955 -0.802
H -3.177 -3.037 0.568
H -0.692 -3.743 0.628
H -1.528 -4.834 -0.397
H 1.079 -5.036 -0.720
H 1.121 -3.378 -1.078
H -0.503 -5.457 -2.632
H 0.921 -4.977 -3.210
H 0.614 -1.623 -2.889
H 1.112 -2.461 -4.385
H -0.239 -1.483 -4.406
H -1.769 -4.999 -4.461
H -1.929 -3.458 -5.222
H -0.351 -4.237 -5.328
H -1.388 -0.624 -1.496
H 0.009 -1.445 -0.764
H -1.500 -0.933 0.165
H -1.871 -1.253 -3.109
C 3.526 3.616 0.311
O 4.421 4.101 -0.374
N 2.357 4.147 0.568
N 3.502 2.393 0.728
H 2.125 5.112 0.382
H 1.625 3.483 0.777
H 4.138 1.651 0.473
H 2.548 2.116 0.914
C 1.058 1.371 -2.295
O 1.170 1.114 -3.499
N 1.491 0.655 -1.281
N 0.606 2.484 -1.787
H 1.991 -0.188 -1.526
H 1.443 1.053 -0.355
H 0.276 3.189 -2.430
H 0.483 2.428 -0.787
C 0.319 -0.848 2.615
O -0.019 -1.900 3.113
N 1.365 -0.548 1.903
N -0.513 0.165 2.608
H 2.093 -1.192 1.628
H 1.287 0.395 1.547
H -1.409 0.200 3.073
H -0.058 1.043 2.400
C -3.680 3.587 1.463
C -2.172 3.291 1.556
O -1.718 2.669 0.385
H -3.959 4.412 2.118
H -4.257 2.715 1.774
H -3.983 3.948 0.480
H -2.021 2.661 2.432
H -1.605 4.206 1.727
H -0.791 2.480 0.552
C 2.024 2.889 5.618
C 2.002 2.402 4.135
O 0.705 2.747 3.666
H 1.353 2.297 6.240
H 1.794 3.954 5.607
H 3.077 2.882 5.901
H 2.165 1.332 4.000
H 2.741 3.001 3.603
H 0.729 2.453 2.753
*
```

***

Record 7
Molecular formula: C24H30N7OS2SbSe4Zr
Method: DFT, ωB97M-V/def2-TZVPD

Its HOMO energy is -6.3 eV. The value obtained for the orbital gap is 5.77 eV. For the maximum force, the calculation gives 0.0236 Eh/bohr.

Geometry as ORCA input:
```
! wB97M-V def2-TZVPD RIJCOSX def2/J DEFGRID3
* xyz 0 1
Zr -0.010 0.730 1.538
N -3.124 -1.776 4.000
C -1.984 -1.160 3.579
S -2.035 0.542 3.316
N -0.933 -1.923 3.427
N 0.152 -1.221 2.956
C 1.290 -1.653 3.329
C 2.504 -1.024 2.825
C 3.737 -1.316 3.378
C 4.872 -0.727 2.837
C 4.725 0.108 1.750
C 3.448 0.357 1.260
N 2.351 -0.178 1.788
H -3.863 -1.185 4.335
H -3.019 -2.682 4.427
H 1.356 -2.492 4.016
H 3.796 -1.994 4.219
H 5.848 -0.922 3.261
H 5.561 0.610 1.285
H 3.310 1.015 0.413
C -3.451 -1.980 -0.188
C -4.379 -1.092 -0.701
C -4.107 0.259 -0.634
C -2.915 0.688 -0.066
N -2.017 -0.170 0.429
C -2.288 -1.477 0.360
C -2.627 2.124 0.125
C -3.396 3.115 -0.464
C -3.200 4.436 -0.104
C -2.263 4.725 0.866
C -1.501 3.689 1.378
N -1.636 2.420 0.984
H -3.619 -3.048 -0.199
H -5.303 -1.444 -1.140
H -4.823 0.971 -1.013
H -1.548 -2.137 0.784
H -4.146 2.861 -1.198
H -3.785 5.219 -0.567
H -2.093 5.732 1.216
H -0.757 3.861 2.142
Se 0.612 3.833 -1.772
Sb 1.853 3.765 0.902
Se 0.869 1.638 -0.848
Se 1.086 2.283 3.179
Se 4.233 3.679 0.901
C 3.107 -3.525 0.410
C 1.851 -3.329 -0.421
S 1.519 -1.584 -0.790
O 0.435 -1.187 0.196
C 0.656 -1.828 -2.346
C 1.654 -1.924 -3.489
H 3.282 -4.589 0.571
H 3.023 -3.047 1.384
H 3.979 -3.110 -0.095
H 0.949 -3.678 0.085
H 1.934 -3.839 -1.383
H 0.009 -0.957 -2.430
H 0.023 -2.712 -2.256
H 2.214 -0.994 -3.591
H 1.128 -2.113 -4.424
H 2.369 -2.737 -3.344
C 0.395 1.620 -4.887
C -1.052 1.942 -4.507
C -1.650 0.885 -3.691
N -2.116 0.051 -3.052
H 0.800 2.433 -5.487
H 0.452 0.696 -5.462
H 1.006 1.536 -3.989
H -1.674 2.070 -5.394
H -1.080 2.863 -3.920
*
```

***

Record 8
Molecular formula: C3H8OS
Method: DFT, ωB97M-V/def2-TZVPD

Its structure (SMILES) is CC=O.CS. Its HOMO energy is -9.1 eV. The value obtained for the orbital gap is 9.99 eV. For the maximum force, the calculation gives 0.0205 Eh/bohr.

Geometry as ORCA input:
```
! wB97M-V def2-TZVPD RIJCOSX def2/J DEFGRID3
* xyz 0 1
C 0.693 1.296 0.974
C -0.166 0.875 2.136
O -0.737 -0.180 2.206
H 1.622 0.740 0.912
H 0.837 2.375 0.933
H 0.094 1.086 0.079
H -0.327 1.637 2.930
C -0.652 -1.450 -1.348
S 1.022 -1.355 -2.033
H -1.331 -1.724 -2.158
H -0.725 -2.232 -0.604
H -1.006 -0.501 -0.968
H 0.676 -0.570 -3.060
*
```